Entry 1:
{
  "formula": "CH2CuMgO",
  "method": "ωB97M-V/def2-TZVPD",
  "e_homo_ha": [-0.233, -0.263],
  "e_lumo_ev": [-0.84, -0.99],
  "molar_mass_g_mol": 117.877,
  "multiplicity": 2,
  "s_squared": 0.7897,
  "energy_ev": -53196.43908,
  "e_above_lowest_ev": 0.0000,
  "total_charge": 0,
  "species": ["C", "O", "H", "Mg", "Cu", "H"],
  "xyz": [[-0.6677, 0.2651, 0.0916], [-0.2518, 0.7369, -0.9673], [-1.6432, 0.2197, 0.5762], [0.2804, -2.1333, -0.3324], [1.9903, 0.4450, -0.2240], [0.2920, 0.4665, 0.8559]],
  "atomic_forces_ev_per_a": [[4.10, 1.95, 2.11], [-1.74, -0.11, -1.34], [-0.57, -0.18, -0.76], [0.31, -0.01, 0.12], [0.09, -0.29, -0.25], [-2.19, -1.35, 0.12]],
  "lowdin_charge": [-0.434, -0.266, 0.055, 0.504, 0.122, 0.020]
}

Entry 2:
{
  "formula": "CH2F2N2",
  "method": "ωB97M-V/def2-TZVPD",
  "e_homo_ha": [-0.337, -0.334],
  "e_lumo_ev": [-0.13, -0.33],
  "molar_mass_g_mol": 80.037,
  "energy_ev": -9480.15643,
  "e_above_lowest_ev": 3.4600,
  "total_charge": 0,
  "species": ["C", "N", "N", "F", "F", "H", "H"],
  "xyz": [[1.2680, 0.7209, 1.4206], [0.1440, 0.3551, 0.4633], [-0.3395, -0.4529, -0.5610], [0.7904, 1.6617, 2.2708], [1.9199, -0.2745, 1.9982], [-0.2212, 1.3132, 0.5609], [0.0429, -1.3310, -0.3609]],
  "atomic_forces_ev_per_a": [[-1.64, -1.82, -2.66], [0.63, 1.41, 1.29], [0.96, 3.74, 2.47], [0.46, -1.04, -0.17], [-0.36, 0.43, 0.31], [-1.07, -0.78, -1.51], [1.02, -1.94, 0.26]],
  "lowdin_charge": [-0.285, -0.068, 0.081, 0.060, 0.098, 0.115, -0.001]
}

Entry 3:
{
  "formula": "CH2F2O2PS",
  "method": "ωB97M-V/def2-TZVPD",
  "e_homo_ha": [-0.103, -0.103],
  "e_lumo_ev": [3.57, 3.57],
  "molar_mass_g_mol": 147.062,
  "energy_ev": -30721.63189,
  "e_above_lowest_ev": 5.9057,
  "total_charge": -1,
  "species": ["C", "O", "O", "F", "F", "P", "S", "H", "H"],
  "xyz": [[1.9313, -0.5902, 0.1079], [-2.5617, 0.2179, 1.2205], [-2.8357, 0.4582, -1.1705], [1.5380, -1.9484, 0.2643], [2.6692, -0.5150, -1.0368], [0.3101, 0.3282, -0.0846], [-2.1313, -0.2751, -0.0949], [0.7704, 1.7369, -0.4240], [0.3097, 0.5875, 1.2181]],
  "atomic_forces_ev_per_a": [[0.27, 0.22, 1.10], [0.66, -0.13, 0.08], [0.84, -0.43, 0.18], [0.25, 0.10, -0.47], [0.21, -0.56, -0.98], [0.66, 1.76, -1.64], [-1.88, 0.30, -0.46], [-0.45, -1.63, 0.17], [-0.56, 0.37, 2.02]],
  "lowdin_charge": [-0.629, -0.577, -0.588, -0.187, -0.141, 0.760, 0.516, -0.030, -0.123]
}

Entry 4:
{
  "formula": "CH2F3N",
  "method": "ωB97M-V/def2-TZVPD",
  "e_homo_ha": -0.386,
  "e_lumo_ev": 0.19,
  "molar_mass_g_mol": 85.028,
  "energy_ev": -10710.03727,
  "e_above_lowest_ev": 2.4572,
  "total_charge": 0,
  "species": ["C", "N", "F", "F", "F", "H", "H"],
  "xyz": [[0.7693, -1.0422, -0.8699], [0.3739, 0.0505, -0.2180], [1.9151, -1.4502, -0.4207], [-0.4500, -2.6656, -0.2704], [0.5454, -1.2130, -2.1579], [0.8636, -0.0237, 0.6727], [-0.5586, 0.5013, -0.5036]],
  "atomic_forces_ev_per_a": [[-1.72, -1.49, -0.22], [-1.33, -0.53, -1.64], [-0.09, -0.81, -0.67], [1.83, 2.51, -0.77], [0.35, 0.27, 1.71], [-1.17, 1.09, 0.27], [2.12, -1.04, 1.32]],
  "lowdin_charge": [-0.477, 0.216, 0.191, -0.448, 0.184, 0.143, 0.191]
}

Entry 5:
{
  "formula": "CH2F3N",
  "method": "ωB97M-V/def2-TZVPD",
  "e_homo_ha": -0.446,
  "e_lumo_ev": 0.68,
  "smiles": "N=C(F)F.F",
  "molar_mass_g_mol": 85.028,
  "energy_ev": -10711.71737,
  "e_above_lowest_ev": 0.7771,
  "total_charge": 0,
  "species": ["C", "N", "F", "F", "F", "H", "H"],
  "xyz": [[1.5972, -0.3276, -0.0649], [0.5032, 0.2198, -0.3239], [2.7171, 0.3762, 0.0763], [-1.2466, -1.7984, 0.1379], [1.8854, -1.5351, 0.1813], [0.5865, 1.2164, -0.3459], [-1.2604, -0.8474, 0.0901]],
  "atomic_forces_ev_per_a": [[-0.21, 2.80, 0.08], [-0.03, -1.55, 0.33], [0.40, 0.14, -0.05], [-0.42, 0.93, 0.09], [-0.49, -1.67, -0.11], [0.26, 0.55, -0.23], [0.48, -1.21, -0.11]],
  "lowdin_charge": [-0.547, 0.183, 0.126, -0.125, 0.225, 0.079, 0.059]
}

Entry 6:
{
  "formula": "CH2F3NOS",
  "method": "ωB97M-V/def2-TZVPD",
  "e_homo_ha": [-0.378, -0.378],
  "e_lumo_ev": [-1.04, -1.04],
  "molar_mass_g_mol": 133.094,
  "energy_ev": -23589.93681,
  "e_above_lowest_ev": 4.6174,
  "total_charge": 0,
  "species": ["C", "N", "O", "F", "F", "F", "S", "H", "H"],
  "xyz": [[1.6560, 0.6592, -0.0021], [-0.8433, -0.1691, 0.5287], [0.9450, -1.9344, 0.0835], [2.8011, 0.3135, -0.6047], [1.9302, 1.6465, 0.8671], [-1.7890, 1.0068, 0.7205], [0.9674, -0.8328, 0.9906], [0.9198, 0.9959, -0.7440], [-1.4286, -0.9225, 0.8831]],
  "atomic_forces_ev_per_a": [[-0.30, 0.04, -0.07], [-0.75, 0.28, -1.21], [-0.28, -1.17, -0.97], [0.01, -0.37, 0.07], [-0.14, -0.01, 0.28], [2.38, -1.75, 0.60], [-0.85, 3.17, 0.77], [0.06, -0.27, 0.21], [-0.14, 0.07, 0.31]],
  "lowdin_charge": [-0.522, -0.123, -0.447, 0.050, 0.038, -0.179, 1.004, 0.136, 0.042]
}